# 1
The following is a quantum chemistry calculation of a molecular structure, C48H46CrN6O3Se at a distorted geometry, from the OMol25 dataset.

Each line ends with the Löwdin spin population.
CARTESIAN COORDINATES (ANGSTROEM)
Cr: -2.11907 -0.87947 0.50759  2.813
C: -1.75356 -4.00693 4.61255  -0.005
C: -1.19323 -4.05735 3.34389  0.002
C: -1.79771 -3.39747 2.29055  0.001
C: -2.95688 -2.65167 2.50761  0.003
C: -3.52715 -2.61259 3.78247  -0.006
C: -2.92072 -3.28432 4.82667  0.002
N: -3.45755 -1.87745 1.45164  -0.035
N: -4.66314 -1.48348 1.49325  0.073
C: -4.88235 -0.40884 0.67119  0.006
C: -6.18043 0.09557 0.51269  0.013
C: -6.36955 1.24789 -0.21626  0.014
C: -5.27108 1.90235 -0.77277  0.014
C: -3.98921 1.38235 -0.62962  0.003
C: -3.76144 0.19976 0.05772  -0.048
H: -1.27615 -4.52019 5.43628  0.000
H: -0.27901 -4.61143 3.17586  0.000
H: -1.39885 -3.46815 1.28259  0.002
H: -4.42045 -2.02241 3.92996  0.000
H: -3.35438 -3.23314 5.81651  0.000
H: -7.00433 -0.42300 0.98669  0.000
H: -7.36513 1.65367 -0.33666  0.000
H: -5.41263 2.82936 -1.31424  0.000
H: -3.16817 1.92972 -1.07524  -0.001
C: 3.10957 2.28487 1.19592  0.001
O: 1.82806 2.82942 0.95011  0.014
C: 1.67928 4.17410 0.96811  0.018
C: 2.74822 5.04984 0.84536  -0.002
C: 2.54416 6.41606 0.71730  0.027
C: 1.25612 6.91777 0.69754  -0.002
C: 0.18606 6.05883 0.87343  0.023
C: 0.36171 4.68425 1.05292  0.003
N: -0.79582 3.91471 1.21742  0.135
C: -1.02328 2.63037 1.67626  0.383
C: -0.32246 1.92318 2.67163  0.034
C: 0.51891 2.51279 3.64153  0.095
C: 1.17776 1.74942 4.57932  0.001
C: 1.02833 0.36317 4.59273  0.115
C: 0.18963 -0.25040 3.67429  0.003
C: -0.49857 0.50121 2.72493  0.092
O: -1.26807 -0.09146 1.82606  0.098
H: 2.94738 1.23816 1.44997  0.000
H: 3.59688 2.78775 2.03493  0.000
H: 3.73891 2.34681 0.30285  0.000
H: 3.75752 4.66309 0.81013  -0.001
H: 3.39331 7.07643 0.60651  0.002
H: 1.07486 7.97386 0.55073  -0.001
H: -0.82486 6.45073 0.88354  0.002
H: -1.62302 4.38155 0.88415  0.004
H: -1.87854 2.14179 1.22652  0.023
H: 0.62248 3.59131 3.65509  0.005
H: 1.81242 2.23080 5.31302  -0.003
H: 1.56707 -0.23964 5.31266  0.008
H: 0.04537 -1.32326 3.67290  -0.003
C: -3.60306 1.23386 -6.78428  0.000
C: -3.28516 0.52990 -5.49325  -0.002
C: -3.69472 -0.77501 -5.26380  0.001
C: -3.36391 -1.45326 -4.09877  0.000
C: -3.89098 -2.84161 -3.87146  0.003
C: -2.57417 -0.81307 -3.13000  0.017
Se: -2.02533 -1.89773 -1.60140  0.029
C: -2.18773 0.51921 -3.32115  0.001
C: -1.35633 1.31788 -2.36250  0.005
C: -2.55749 1.16263 -4.50064  0.001
H: -4.38298 0.70683 -7.33208  0.000
H: -2.71475 1.28007 -7.41773  0.000
H: -3.93244 2.25750 -6.60453  0.000
H: -4.29118 -1.28295 -6.01377  0.000
H: -4.40293 -3.21760 -4.75595  0.000
H: -4.59258 -2.82952 -3.03487  0.001
H: -3.08748 -3.52575 -3.60209  0.000
H: -1.36294 0.89669 -1.36156  0.004
H: -1.71209 2.34834 -2.31095  0.000
H: -0.32906 1.35040 -2.71645  0.000
H: -2.24087 2.19193 -4.63870  0.000
C: 7.30643 0.22813 -0.12322  0.000
C: 6.32832 -0.91194 -0.02738  0.000
C: 6.07663 -1.73103 -1.12539  0.000
C: 5.24831 -2.83395 -1.02121  0.000
C: 4.60962 -3.12281 0.18207  0.000
N: 3.78865 -4.26499 0.33931  0.000
C: 3.03078 -4.90852 -0.62897  0.000
O: 2.89179 -6.11368 -0.62986  0.000
N: 2.42798 -4.08652 -1.57364  0.000
C: 1.96728 -2.77579 -1.24350  0.001
C: 2.36045 -1.66069 -1.96885  0.001
C: 2.00866 -0.41233 -1.49037  0.001
C: 1.20217 -0.32679 -0.36585  0.003
N: 0.73712 -1.39276 0.27807  0.006
C: 1.15784 -2.58526 -0.13438  0.001
C: 4.82441 -2.28978 1.27192  0.000
C: 5.68164 -1.20538 1.16619  0.000
H: 6.99950 0.94913 -0.88289  0.000
H: 8.29619 -0.14270 -0.39314  0.000
H: 7.38286 0.75229 0.82852  0.000
H: 6.55262 -1.50740 -2.07332  0.000
H: 5.10221 -3.48664 -1.87103  0.000
H: 4.01831 -4.85081 1.12521  0.000
H: 1.90519 -4.59245 -2.27153  0.000
H: 2.95626 -1.77839 -2.86342  0.000
H: 2.35829 0.48607 -1.98065  0.000
H: 0.92786 0.63513 0.05185  0.002
H: 0.84533 -3.44603 0.45002  0.000
H: 4.32005 -2.49520 2.20864  0.000
H: 5.84830 -0.57791 2.03394  0.000

The relative energy (zero: lowest compared OMol25 entry of this formula, charge and spin) comes out at 1.4685 eV. Its spin multiplicity is 5. For the HOMO energy (spin up / spin down), the calculation gives -0.2085 / -0.2779 hartree. The calculation puts the LUMO energy (spin up / spin down) at -1.11 / -1.43 eV. The energy comes out at -5856.82334 Eh.

***

# 2
The following is a quantum chemistry calculation of a molecular structure, C48H47AsO3P3Pd at a distorted geometry, from the OMol25 dataset.

Each line ends with the Löwdin charge.
CARTESIAN COORDINATES (ANGSTROEM)
Pd: 0.20373 -0.24914 0.10202  0.497
C: -3.22008 -0.31055 0.36249  -0.348
C: -2.95676 -1.79786 0.33349  -0.357
P: -1.21701 -2.06671 0.87934  1.006
C: -1.15169 -3.86995 0.73904  -0.346
C: -1.18366 -4.72710 1.82911  -0.106
C: -1.23004 -6.09971 1.62731  -0.076
C: -1.23153 -6.62031 0.34382  -0.070
C: -1.19206 -5.76548 -0.75022  -0.068
C: -1.15653 -4.39743 -0.55241  -0.090
C: -1.29676 -1.65808 2.65911  -0.346
C: -0.27086 -0.90500 3.22385  -0.114
C: -0.32150 -0.53393 4.56024  -0.069
C: -1.39379 -0.92040 5.35014  -0.067
C: -2.41440 -1.68588 4.80051  -0.065
C: -2.36581 -2.05085 3.46489  -0.096
P: -1.86067 0.53985 -0.53233  0.970
C: -2.15718 0.00097 -2.24134  -0.348
C: -3.40968 0.17108 -2.83981  -0.094
C: -3.65343 -0.32793 -4.10657  -0.059
C: -2.65379 -1.01138 -4.78881  -0.059
C: -1.41543 -1.19734 -4.19726  -0.065
C: -1.16823 -0.69381 -2.92819  -0.115
C: -2.38012 2.25706 -0.30850  -0.351
C: -2.96861 3.04161 -1.29459  -0.104
C: -3.42512 4.31255 -0.98196  -0.061
C: -3.29286 4.80555 0.30689  -0.055
C: -2.70787 4.02582 1.29393  -0.058
C: -2.25870 2.75432 0.98841  -0.103
H: -3.27518 0.07148 1.38495  0.091
H: -4.13925 -0.02144 -0.15401  0.096
H: -3.07007 -2.18916 -0.68175  0.088
H: -3.62929 -2.36435 0.97779  0.090
H: -1.17188 -4.33643 2.83655  0.098
H: -1.25578 -6.76277 2.48089  0.112
H: -1.26442 -7.69009 0.19453  0.108
H: -1.19314 -6.16658 -1.75390  0.108
H: -1.11707 -3.73197 -1.40760  0.103
H: 0.59948 -0.63434 2.62071  0.062
H: 0.48266 0.05394 4.98317  0.109
H: -1.42971 -0.63672 6.39269  0.110
H: -3.24864 -2.00008 5.41202  0.110
H: -3.16775 -2.65568 3.06210  0.106
H: -4.20433 0.68675 -2.31652  0.105
H: -4.62593 -0.19248 -4.55931  0.112
H: -2.84563 -1.40349 -5.77769  0.112
H: -0.63645 -1.73164 -4.72193  0.113
H: -0.19321 -0.85414 -2.46363  0.083
H: -3.05076 2.67819 -2.30819  0.095
H: -3.88221 4.91939 -1.74999  0.112
H: -3.64945 5.79728 0.54299  0.112
H: -2.59832 4.40852 2.29743  0.113
H: -1.79913 2.14738 1.76013  0.103
O: 3.79587 -1.38491 0.06360  -0.039
C: 3.33335 -0.24253 0.16703  -0.640
O: 2.39724 0.13937 0.94094  -0.179
C: 3.91365 0.84722 -0.68118  -0.133
C: 5.27040 0.90128 -0.97002  -0.003
C: 5.78090 1.96621 -1.69156  -0.055
C: 4.92976 2.96444 -2.15013  -0.060
C: 3.57045 2.88739 -1.89887  -0.074
C: 3.05620 1.82905 -1.15173  -0.269
P: 1.25449 1.74574 -0.84651  1.087
C: 0.66734 2.25655 -2.49410  -0.365
C: 1.16783 1.52808 -3.57667  -0.109
C: 0.73199 1.78703 -4.86209  -0.067
C: -0.21380 2.77890 -5.08856  -0.064
C: -0.71343 3.50782 -4.02323  -0.065
C: -0.27608 3.24800 -2.73103  -0.109
C: 1.00488 3.10740 0.33669  -0.331
C: 1.01665 4.45287 -0.02576  -0.082
C: 0.89526 5.43804 0.94171  -0.064
C: 0.79336 5.09185 2.28146  -0.072
C: 0.81839 3.75592 2.65223  -0.071
C: 0.91738 2.76983 1.68503  -0.114
H: 5.91160 0.10783 -0.61239  0.122
H: 6.83971 2.02034 -1.90273  0.109
H: 5.32423 3.79833 -2.71338  0.109
H: 2.91296 3.64816 -2.29777  0.106
H: 1.91034 0.75539 -3.41090  0.118
H: 1.13114 1.21771 -5.68904  0.111
H: -0.54926 2.98919 -6.09353  0.109
H: -1.43725 4.29238 -4.19485  0.111
H: -0.66564 3.83070 -1.91154  0.082
H: 1.12995 4.74578 -1.06041  0.098
H: 0.89673 6.47803 0.64886  0.109
H: 0.70976 5.86345 3.03456  0.109
H: 0.76618 3.48029 3.69662  0.108
H: 0.96021 1.72271 1.97681  0.074
C: 3.66159 -4.17093 0.58744  -0.186
As: 2.52922 -3.06533 1.67202  1.034
C: 1.80950 -4.39176 2.88646  -0.205
C: 3.47060 -2.01678 2.98420  -0.178
O: 1.19786 -2.44978 0.84805  -0.621
H: 4.39883 -4.66102 1.22248  0.046
H: 4.15058 -3.57473 -0.17624  0.025
H: 3.01308 -4.92336 0.13676  0.044
H: 2.62082 -4.85480 3.44667  0.043
H: 1.27998 -5.15633 2.32377  0.020
H: 1.12146 -3.91458 3.58392  0.034
H: 4.16497 -2.70529 3.46845  0.048
H: 2.74085 -1.67133 3.71621  0.035
H: 4.00380 -1.18133 2.55819  0.027

The relative energy (zero: lowest compared OMol25 entry of this formula, charge and spin) comes out at 0.7019 eV. For the HOMO energy, the calculation gives -0.3846 hartree. The calculation puts the LUMO energy at -3.22 eV. The net charge is +1. The energy comes out at -5470.62956 Eh.